{"formula": "C23H22Cl5N8O4SnTe", "method": "ωB97M-V with the def2-TZVPD basis set", "e_above_lowest_kcal_mol": 36.1, "spin_multiplicity": 1, "total_charge": 3, "lumo_ev": -9.2582, "homo_energy_ev": -15.72, "symbols": ["C", "C", "Sn", "Te", "H", "H", "H", "O", "C", "H", "C", "C", "C", "N", "Cl", "C", "N", "C", "H", "C", "C", "C", "H", "H", "C", "C", "N", "O", "C", "H", "C", "H", "Cl", "O", "H", "H", "C", "H", "H", "Cl", "Cl", "C", "H", "C", "C", "C", "N", "C", "C", "H", "N", "O", "H", "H", "N", "H", "C", "H", "Cl", "H", "H", "N", "H", "N"], "xyz": [[-1.81144, 1.59549, 4.13252], [-3.77416, 1.27069, 5.44486], [1.05361, -0.41186, -1.20283], [-0.59510, 1.35281, 2.40549], [-1.26287, 2.57475, 7.31932], [-4.79712, 0.93418, 5.54077], [2.77537, -3.10774, -4.85696], [0.32182, -4.46970, -0.36725], [-3.56300, -1.18176, 0.39700], [1.83816, -5.05340, 0.74945], [1.22171, 4.81057, -1.22730], [-1.12934, 2.11557, 5.23442], [-2.64334, -0.16168, 0.60614], [2.60103, -4.44059, 0.99911], [2.17496, 5.08343, -2.61423], [0.26621, 5.60846, 0.83598], [3.54460, -2.33858, 0.94228], [0.72074, -0.88755, -5.06804], [-1.24196, -1.31420, 3.49248], [-3.13324, 1.17558, 4.22054], [2.21775, -1.43892, -3.58866], [-1.87873, -1.29566, 2.61339], [-2.87522, -3.12841, 3.08696], [3.64010, -1.60276, -5.19873], [-0.09390, 3.28346, 0.13691], [1.03464, 5.84255, -0.30229], [3.55636, -1.02028, 0.45875], [-0.26344, -2.56924, -1.21846], [-2.79483, -2.30846, 2.38658], [-4.23861, -1.12993, -0.44559], [-3.10604, 1.77823, 6.55349], [-0.64135, -0.44506, -6.52556], [0.02499, 6.83189, 1.99618], [-0.59318, 2.06344, 0.41389], [0.53205, -2.40946, -7.39716], [-4.36973, -3.02769, 1.12695], [-1.81420, -0.22702, 1.71687], [-0.09918, 2.44466, 5.14047], [3.42692, -4.83772, 1.42053], [-1.19795, 3.98553, 2.42450], [1.76654, 7.36088, -0.54743], [2.67511, -2.02071, -4.89857], [-3.62884, 1.86784, 7.49586], [2.53053, -3.16880, 0.65489], [0.67839, 3.54388, -1.00275], [-3.64093, -2.24461, 1.28418], [1.07084, -0.77601, -3.75122], [-0.29410, 4.35149, 1.01667], [1.48723, -1.92732, -7.18479], [-3.65777, 0.78397, 3.35849], [0.48485, -3.27887, -0.51697], [2.77801, -1.51154, -2.47658], [2.28449, -2.61444, -7.45239], [4.00432, -0.43173, 1.15264], [1.59375, -1.59949, -5.77036], [4.12010, -0.98127, -0.38941], [-1.78442, 2.19571, 6.45139], [-0.98015, 0.17310, -4.94352], [0.98344, 2.31663, -2.19414], [1.58179, -1.03289, -7.80228], [-2.60037, 0.68291, -0.07037], [-0.36505, -0.32433, -5.56448], [4.39567, -2.72525, 1.32693], [1.48349, -2.58278, 0.04143]]}